No. 1
C48H43N8O3PRuS2 | the ωB97M-V functional and the def2-TZVPD basis

As for the charge: +1. The value obtained for the LUMO energy (spin up / spin down) is -2.045 / -4.433 eV. The calculation puts the HOMO energy (spin up / spin down) at -10.36 / -10.42 eV. Its HOMO-LUMO gap (spin up / spin down) is 8.3 / 6.0 eV. Its multiplicity is 6. The value obtained for the total energy is -3751.04026 a.u.

Each line ends with the Löwdin charge.
Element x y z (Å)
1 Ru 0.25697 -0.55621 0.89323  1.3194
2 N -1.51795 1.07190 2.13988  0.0300
3 C -0.84329 1.92963 3.04914  -0.3356
4 C -1.35038 2.21270 4.31068  -0.0149
5 C -0.66617 3.06815 5.15757  -0.0520
6 C 0.54021 3.63377 4.76273  -0.0626
7 C 1.07618 3.31643 3.52678  -0.0643
8 C 0.39026 2.46499 2.66324  -0.3070
9 P 1.09180 1.78893 1.13545  1.0285
10 C 2.88881 1.89703 1.41242  -0.3524
11 C 3.54992 0.80534 1.97571  -0.1221
12 C 4.89278 0.89532 2.31202  -0.0651
13 C 5.58190 2.07791 2.08327  -0.0641
14 C 4.93441 3.15954 1.50162  -0.0591
15 C 3.59204 3.07376 1.16289  -0.0788
16 C 0.80217 2.95069 -0.22056  -0.3828
17 C 0.44306 4.27489 -0.00180  -0.0789
18 C 0.21655 5.11092 -1.08777  -0.0557
19 C 0.34987 4.62884 -2.38058  -0.0614
20 C 0.72488 3.30853 -2.60069  -0.0686
21 C 0.94903 2.47064 -1.52340  -0.1229
22 H -1.86056 1.63363 1.34804  -0.0072
23 H -2.33431 0.66311 2.58236  0.1062
24 H -2.29233 1.77159 4.61869  0.1238
25 H -1.07629 3.29650 6.13320  0.1143
26 H 1.07396 4.30133 5.42597  0.1107
27 H 2.03656 3.72193 3.23645  0.1059
28 H 3.01107 -0.11959 2.14485  0.0557
29 H 5.40021 0.04694 2.75480  0.1119
30 H 6.62630 2.15739 2.35528  0.1109
31 H 5.47618 4.07756 1.31394  0.1125
32 H 3.09005 3.91728 0.70524  0.1080
33 H 0.31311 4.65151 1.00483  0.1118
34 H -0.10305 6.12878 -0.90949  0.1157
35 H 0.15625 5.28226 -3.22211  0.1115
36 H 0.82838 2.93361 -3.61218  0.1091
37 H 1.22853 1.43446 -1.68050  0.0780
38 N -1.87460 -1.67689 0.50852  0.0013
39 C -2.01986 -3.05342 0.85615  -0.2473
40 C -2.44971 -3.94786 -0.11538  -0.0264
41 C -2.63194 -5.28599 0.18958  -0.0715
42 C -2.38485 -5.73365 1.47804  -0.0700
43 C -1.94197 -4.84123 2.44065  -0.0233
44 C -1.74571 -3.49214 2.15108  -0.1369
45 C -1.17738 -2.57861 3.17292  -0.2017
46 C -1.49703 -2.73905 4.52469  -0.0252
47 C -0.88151 -1.97592 5.50455  -0.0642
48 C 0.08063 -1.04025 5.15791  -0.0700
49 C 0.40185 -0.86492 3.81442  -0.1626
50 C -0.24329 -1.60298 2.82764  -0.1938
51 H -2.32183 -1.04925 1.16458  0.0605
52 H -2.24009 -1.48026 -0.41470  0.0027
53 H -2.65720 -3.58367 -1.11728  0.1156
54 H -2.97749 -5.97250 -0.57238  0.1098
55 H -2.53482 -6.77409 1.73482  0.1096
56 H -1.72097 -5.20246 3.43781  0.1158
57 H -2.25499 -3.46135 4.80469  0.1180
58 H -1.13654 -2.12476 6.54664  0.1115
59 H 0.57772 -0.44526 5.91399  0.1131
60 H 1.16446 -0.13086 3.56409  0.0772
61 C 0.00505 -1.32812 -2.65569  -0.0138
62 C 1.39209 -1.35243 -2.12546  -0.3325
63 N 1.73945 -1.14455 -0.85917  -0.0085
64 C 3.11688 -1.26649 -0.79129  -0.1282
65 C 3.59617 -1.54955 -2.02235  -0.0321
66 N 2.49972 -1.61082 -2.86011  -0.0017
67 C 2.56973 -1.89377 -4.29263  -0.0529
68 N 1.59110 -2.85212 -4.69791  -0.0774
69 N 0.58398 -2.47704 -5.53752  0.0568
70 N -0.21709 -3.45365 -5.68625  0.0888
71 C 0.23100 -4.52202 -4.92743  -0.2256
72 C -0.29734 -5.80189 -4.74627  -0.0027
73 C 0.38702 -6.65056 -3.90568  -0.0746
74 C 1.57014 -6.25024 -3.25448  -0.0714
75 C 2.10632 -4.99198 -3.42634  -0.0104
76 C 1.40548 -4.13837 -4.28040  -0.1813
77 H -0.60298 -0.70702 -2.00568  -0.0572
78 H -0.41860 -2.33757 -2.68331  0.0936
79 H -0.04248 -0.91441 -3.66035  0.0853
80 H 3.65869 -1.13514 0.12778  0.0875
81 H 4.60177 -1.71595 -2.37172  0.1289
82 H 3.57261 -2.26194 -4.49601  0.1435
83 H 2.38987 -0.99692 -4.88001  0.1455
84 H -1.20466 -6.10032 -5.25526  0.1198
85 H 0.02014 -7.65543 -3.74202  0.1078
86 H 2.07419 -6.95483 -2.60519  0.1087
87 H 3.02485 -4.69238 -2.93652  0.1081
88 O -4.99253 3.94034 1.22762  -0.2770
89 S -3.73010 4.24345 0.62207  0.6488
90 O -2.93142 5.28635 1.19630  -0.2941
91 N -2.84594 2.83143 0.49755  -0.1155
92 C -2.81546 2.39175 -0.72928  -0.7622
93 S -2.14452 0.88149 -1.15324  0.6878
94 C -3.43594 3.29821 -1.73536  -0.2343
95 C -3.52929 3.13892 -3.10500  -0.0269
96 C -4.09661 4.16786 -3.84889  -0.0567
97 C -4.55791 5.32783 -3.23431  -0.0565
98 C -4.49251 5.47486 -1.85211  -0.0246
99 C -3.93135 4.44282 -1.13233  -0.2163
100 H -3.15732 2.23906 -3.57739  0.1011
101 H -4.17847 4.06923 -4.92392  0.1089
102 H -4.97792 6.12486 -3.83466  0.1110
103 H -4.86812 6.36324 -1.35801  0.1264
104 O 2.23259 -2.28568 1.70339  -0.0984
105 H 2.10202 -3.07614 1.16400  0.0689
106 H 1.98771 -2.52901 2.60667  0.0552

---

No. 2
C48H45N4O | the ωB97M-V functional and the def2-TZVPD basis

As for the charge: +1. The value obtained for the LUMO energy is -2.879 eV. The calculation puts the HOMO energy at -9.88 eV. Its HOMO-LUMO gap is 7.0 eV. Its multiplicity is 1. The value obtained for the total energy is -2150.10991 a.u.

Each line ends with the Löwdin charge.
Element x y z (Å)
1 C -1.46261 -2.26589 -1.59231  -0.0440
2 O -1.09638 -0.90217 -1.31734  -0.1539
3 C 0.14590 -0.53712 -0.64050  -0.2316
4 C 1.25174 -1.40112 -1.29333  -0.1528
5 C 1.17570 -1.65556 -2.66706  -0.0585
6 C 2.05600 -2.54858 -3.27536  -0.0500
7 C 2.96411 -3.26580 -2.48963  -0.0605
8 C 3.06971 -2.98189 -1.12805  -0.0397
9 C 2.31824 -1.93426 -0.58612  -0.0426
10 C 0.32539 0.89025 -1.19679  -0.0333
11 N 1.20731 1.28349 -2.16940  0.0466
12 C 2.54770 0.98124 -2.50842  -0.2060
13 C 2.87885 1.16676 -3.84561  -0.0157
14 C 4.09457 0.67913 -4.32400  -0.0543
15 C 5.00071 0.08981 -3.43233  -0.0624
16 C 4.71164 0.04728 -2.06428  -0.0536
17 C 3.50227 0.55415 -1.58290  -0.0106
18 N 0.73631 2.36656 -2.87998  0.2043
19 C -0.45394 2.61800 -2.39768  -0.1647
20 C -1.23248 3.75104 -2.86244  -0.1537
21 C -2.20628 4.42150 -2.08955  -0.0134
22 C -2.88168 5.51429 -2.62690  -0.0585
23 C -2.56523 5.97612 -3.91229  -0.0568
24 C -1.56000 5.34935 -4.66549  -0.0580
25 C -0.89143 4.24834 -4.14065  -0.0169
26 N -0.80034 1.68739 -1.40631  0.1529
27 C -2.13871 1.46746 -0.98382  -0.2403
28 C -2.46739 1.54166 0.36345  -0.0239
29 C -3.81190 1.38555 0.74453  -0.0621
30 C -4.79411 1.19619 -0.23438  -0.0663
31 C -4.44828 1.14862 -1.58925  -0.0380
32 C -3.10572 1.28549 -1.95832  -0.0078
33 H -2.55744 -2.27503 -1.60442  0.0874
34 H -1.14075 -2.55751 -2.60100  0.0873
35 H -1.06841 -2.98629 -0.85352  0.1123
36 H 0.40531 -1.16903 -3.27098  0.1317
37 H 1.99600 -2.69766 -4.34958  0.1124
38 H 3.59478 -4.02849 -2.95116  0.1121
39 H 3.74827 -3.54661 -0.48711  0.1175
40 H 2.61644 -1.47074 0.35276  0.0931
41 H 2.15101 1.64688 -4.50273  0.1130
42 H 4.31996 0.76314 -5.38746  0.1129
43 H 5.94319 -0.32353 -3.80574  0.1142
44 H 5.42939 -0.40494 -1.37364  0.1203
45 H 3.27431 0.59408 -0.51884  0.1147
46 H -2.42249 4.06070 -1.08297  0.1156
47 H -3.65068 6.00728 -2.03364  0.1124
48 H -3.09395 6.83783 -4.32289  0.1122
49 H -1.29357 5.71569 -5.65730  0.1128
50 H -0.10128 3.74051 -4.69815  0.1137
51 H -1.68123 1.75912 1.09114  0.1255
52 H -4.07799 1.43810 1.80633  0.1195
53 H -5.84576 1.09926 0.06005  0.1168
54 H -5.21053 1.02267 -2.36163  0.1170
55 H -2.81126 1.26127 -3.01054  0.1377
56 C -2.62893 -1.28282 3.27435  -0.0245
57 C -2.55568 -2.36853 2.20236  -0.5120
58 C -3.25912 -3.63924 2.69955  -0.0503
59 C -3.25927 -1.89980 0.94397  -0.0465
60 C -1.07313 -2.67954 1.95751  -0.1233
61 N -0.56895 -3.79344 2.55498  0.1301
62 C 0.80141 -3.71363 2.69884  -0.1861
63 C 1.20481 -2.45655 2.17276  -0.1347
64 C 2.46341 -1.97741 2.56952  -0.0583
65 C 3.33891 -2.83584 3.24480  -0.0787
66 C 2.92156 -4.09580 3.70050  -0.0832
67 C 1.60681 -4.53117 3.47272  -0.0128
68 C 0.02142 -1.88654 1.53331  -0.0785
69 C -0.06139 -0.54281 0.84722  -0.1295
70 C 0.62835 0.51196 1.73924  -0.1565
71 C 0.56010 0.33414 3.13520  -0.0361
72 C 1.09373 1.26728 4.01244  -0.0194
73 C 1.56443 2.49578 3.55381  -0.2685
74 C 2.05203 3.48112 4.57364  -0.0505
75 C 1.57723 2.71503 2.16968  -0.0148
76 C 1.15037 1.72429 1.27558  -0.0377
77 H -2.13681 -0.35729 2.95371  0.0716
78 H -3.67742 -1.05226 3.51144  0.0973
79 H -2.13366 -1.62198 4.19547  0.1011
80 H -3.14604 -4.46131 1.98231  0.0977
81 H -2.90571 -3.95147 3.68954  0.0899
82 H -4.33405 -3.44985 2.79567  0.0963
83 H -3.28529 -2.70451 0.20100  0.0819
84 H -4.30082 -1.63720 1.18040  0.0999
85 H -2.79112 -1.01380 0.50013  0.0555
86 H -1.11369 -4.56672 2.91579  0.1460
87 H 2.75950 -0.95108 2.34141  0.1090
88 H 4.36026 -2.49576 3.42358  0.1047
89 H 3.61411 -4.71687 4.26797  0.1033
90 H 1.20168 -5.45490 3.89306  0.1152
91 H -1.13525 -0.30215 0.93637  0.1082
92 H 0.10031 -0.55657 3.56980  0.1180
93 H 1.11188 1.03658 5.07545  0.1249
94 H 2.07720 4.50442 4.19588  0.0789
95 H 1.39288 3.48002 5.45036  0.0843
96 H 3.05768 3.23030 4.93781  0.0916
97 H 1.92102 3.67450 1.77953  0.1172
98 H 1.19224 1.89745 0.18689  0.0938